# 1
The following is a quantum chemistry calculation of a molecular structure, C21H47AlNO9, from OMol25.

Each line ends with the Mulliken charge.
CARTESIAN COORDINATES (ANGSTROEM)
C: 5.02913 -1.53622 0.90252  -0.657
O: 4.60796 -0.19525 0.86945  -0.371
C: 3.33372 -0.03244 0.24355  -0.990
C: 2.17022 -0.60498 1.05802  -0.081
C: 0.88064 0.21669 0.95746  -0.940
Al: -0.60621 -0.38460 2.16549  -0.012
C: -1.93236 1.16655 2.45181  -0.591
C: -3.15179 0.95807 1.67927  0.050
N: -3.44914 1.56678 0.59557  -0.762
C: -1.61254 -2.03091 1.53634  -0.695
C: -0.96579 -3.35809 1.97194  -0.747
C: 0.06920 -3.86363 0.99796  0.515
O: -0.12516 -4.14533 -0.15150  -0.554
O: 1.33460 -4.02282 1.49308  -0.514
H: 5.94533 -1.58475 1.49020  0.234
H: 4.27694 -2.18885 1.35912  0.252
H: 5.23212 -1.90597 -0.11261  0.271
H: 3.20977 1.04646 0.13354  0.422
H: 3.37151 -0.47416 -0.76318  0.424
H: 2.49871 -0.65224 2.10498  0.284
H: 1.97586 -1.63462 0.74385  0.268
H: 0.54824 0.23504 -0.09053  0.438
H: 1.10581 1.26308 1.21313  0.336
H: 0.02312 -0.83426 3.62376  -0.405
H: -1.47064 2.12135 2.18564  0.301
H: -2.13892 1.13251 3.52636  0.250
H: -3.82732 0.18618 2.08029  0.317
H: -4.32369 1.20921 0.21806  0.230
H: -1.79007 -2.05292 0.45581  0.382
H: -2.60480 -1.98607 2.00378  0.316
H: -1.69325 -4.17644 2.05607  0.303
H: -0.51066 -3.24565 2.96268  0.346
H: 1.37486 -3.62516 2.37141  0.353
C: -0.90450 -3.99054 -3.28159  -0.691
O: -2.10406 -3.92190 -4.03214  -0.313
C: -2.46217 -5.15765 -4.60059  -0.568
C: -3.92341 -5.15507 -4.99271  -0.389
O: -4.80586 -5.30173 -3.89175  -0.427
C: -5.07700 -4.12389 -3.14816  -0.380
C: -6.21146 -3.30347 -3.71486  -0.594
O: -5.80274 -2.60319 -4.87363  -0.245
C: -6.88724 -2.11901 -5.62184  -0.769
H: -0.04960 -4.23447 -3.92464  0.333
H: -0.74562 -3.01612 -2.82769  0.198
H: -0.97275 -4.73063 -2.48171  0.330
H: -2.28609 -5.97290 -3.88593  0.342
H: -1.85614 -5.35993 -5.49822  0.379
H: -4.10282 -6.02902 -5.62346  0.372
H: -4.15258 -4.25252 -5.56530  0.240
H: -4.18183 -3.50928 -3.03898  0.263
H: -5.38766 -4.46775 -2.15934  0.376
H: -6.54670 -2.59432 -2.94424  0.391
H: -7.05266 -3.96738 -3.95758  0.329
H: -7.54027 -2.93512 -5.95576  0.319
H: -6.48012 -1.60759 -6.49228  0.233
H: -7.49342 -1.40701 -5.04726  0.296
C: 2.39897 7.51963 -0.13771  -0.790
O: 3.05430 6.53962 0.62623  -0.194
C: 4.29622 6.97645 1.13384  -0.619
C: 4.77409 6.06177 2.23903  -0.298
O: 4.11288 6.26832 3.47456  -0.443
C: 2.86224 5.61144 3.63386  -0.446
C: 2.98136 4.16286 4.04616  -0.563
O: 3.36622 3.36796 2.95012  -0.220
C: 3.81582 2.08631 3.33706  -0.629
H: 2.98435 7.80419 -1.02166  0.303
H: 1.45169 7.09593 -0.46453  0.236
H: 2.20555 8.42354 0.45300  0.315
H: 4.20885 8.00006 1.52384  0.346
H: 5.05079 6.98151 0.33244  0.390
H: 5.82324 6.30104 2.42914  0.363
H: 4.70070 5.02011 1.91820  0.184
H: 2.25900 5.68871 2.72655  0.265
H: 2.35744 6.14787 4.44007  0.385
H: 2.00705 3.83068 4.43463  0.378
H: 3.71663 4.07579 4.85869  0.330
H: 4.69871 2.16043 3.98522  0.377
H: 4.08129 1.53752 2.43768  0.011
H: 3.03390 1.53218 3.86992  0.323

As for the total energy: -1802.62443 Ha. As for the charge: -1. The calculation puts the LUMO energy at 2.57 eV.

# 2
The following is a quantum chemistry calculation of a molecular structure, C38H37FeN11PSSe, from OMol25.

Each line ends with the Mulliken charge.
CARTESIAN COORDINATES (ANGSTROEM)
Fe: -0.87809 -0.01138 0.21189  1.137
C: 4.20993 3.13013 -5.25202  -0.490
C: 4.04546 3.65692 -3.97915  -0.777
C: 3.29462 2.96763 -3.03852  -0.296
C: 2.69104 1.75554 -3.37196  -0.028
C: 2.86214 1.23146 -4.65326  -0.091
C: 3.62049 1.91754 -5.58820  -0.791
P: 1.68381 0.96177 -2.09388  1.232
C: 1.85284 -0.80506 -2.43332  0.002
C: 3.07979 -1.41041 -2.53065  -0.320
C: 3.22062 -2.80011 -2.60790  -1.050
C: 2.07560 -3.63418 -2.62459  -0.541
C: 0.82994 -3.11012 -2.54876  -1.303
C: 0.60997 -1.64738 -2.36614  1.481
C: -0.05606 1.27307 -2.54367  0.751
C: -0.38722 2.05135 -3.65340  -0.853
C: -1.70713 2.38055 -3.91828  -1.029
C: -2.70951 1.94409 -3.06707  -0.995
C: -2.39303 1.16351 -1.96250  -0.012
C: -1.06755 0.83770 -1.68867  0.436
H: 4.80196 3.66304 -5.98421  0.415
H: 4.50836 4.59903 -3.71736  0.418
H: 3.17584 3.37251 -2.04011  0.386
H: 2.40262 0.28792 -4.92373  0.445
H: 3.75189 1.50705 -6.58061  0.425
H: 3.96947 -0.79074 -2.56437  0.523
H: 4.20591 -3.23792 -2.68219  0.480
H: 2.20132 -4.70302 -2.74021  0.467
H: -0.04698 -3.74484 -2.60349  0.606
H: -0.14606 -1.24732 -3.05426  0.145
H: 0.39594 2.40118 -4.31379  0.433
H: -1.95026 2.98094 -4.78491  0.453
H: -3.74070 2.21836 -3.24909  0.475
H: -3.19282 0.85814 -1.30042  0.494
Se: -6.65919 -4.32013 3.39205  0.338
N: -6.04999 -4.20517 1.72749  -0.842
C: -5.14758 -3.26084 1.71661  0.809
C: -4.42697 -2.84745 0.51912  0.586
C: -4.66605 -3.38905 -0.74413  -0.683
C: -3.95970 -2.89731 -1.82127  -1.315
C: -3.02971 -1.88385 -1.61073  -0.076
N: -2.78265 -1.36969 -0.41298  0.436
C: -3.46756 -1.84130 0.63517  -1.083
C: -3.18383 -1.20452 1.92164  -0.145
N: -2.23127 -0.25301 1.92634  0.075
C: -2.04688 0.43676 3.04884  -0.703
C: -2.74071 0.18440 4.22483  -1.513
C: -3.67092 -0.83233 4.24103  -0.570
C: -3.90990 -1.53911 3.06313  0.555
C: -4.89844 -2.60758 2.96998  0.704
N: -5.59964 -3.02539 3.98969  -0.842
H: -5.40674 -4.17007 -0.85592  0.575
H: -4.12247 -3.27705 -2.82015  0.505
H: -2.47936 -1.45696 -2.44136  0.396
H: -1.30386 1.21984 3.00339  0.719
H: -2.53528 0.77508 5.10644  0.562
H: -4.23136 -1.08208 5.13262  0.569
N: -0.16548 -2.05533 0.06407  -0.074
C: -0.00849 -1.42610 -0.98146  -0.552
H: 0.09722 -3.02582 0.22526  0.380
C: 2.38305 -0.56812 0.97747  -0.390
N: 1.14798 -0.03210 1.65967  1.354
C: 1.53613 1.31135 2.18410  -0.490
N: 2.68011 1.26887 3.06992  0.144
C: 3.82611 0.71690 2.34021  -0.680
N: 3.53248 -0.63150 1.85137  0.181
C: 3.22336 -1.48943 2.99389  -0.684
N: 2.06710 -0.97822 3.73365  0.077
C: 0.92508 -0.92077 2.84648  -1.021
C: 2.37416 0.37895 4.19352  -0.780
H: 2.60350 0.08942 0.14154  -0.500
H: 2.17131 -1.57024 0.60444  0.357
H: 0.69003 1.72906 2.72871  -0.109
H: 1.74922 1.94600 1.32223  -0.059
H: 4.69051 0.68151 3.00272  0.377
H: 4.05967 1.36452 1.49333  0.321
H: 4.08548 -1.53158 3.65900  0.374
H: 3.00709 -2.49993 2.64125  0.333
H: 0.07186 -0.55299 3.41084  0.299
H: 0.69622 -1.92510 2.48495  0.321
H: 3.22958 0.34387 4.86742  0.329
H: 1.51619 0.77423 4.74266  0.317
N: -2.18127 3.72617 2.70616  -0.333
C: -1.08166 3.63731 1.95200  0.269
N: -0.01399 4.34420 2.31084  -0.278
S: -1.05424 2.67339 0.53306  -0.071
H: -2.26953 4.41073 3.44150  0.217
H: -3.02710 3.31772 2.34575  0.243
H: -0.03053 5.01652 3.06204  0.217
H: 0.80481 4.30640 1.72836  0.225

As for the total energy: -6476.69907 Ha. As for the charge: +2. As for the spin multiplicity: 6. The calculation puts the LUMO energy (alpha / beta) at -6.24 / -6.12 eV.

# 3
The following is a quantum chemistry calculation of a molecular structure, C29H28AsNO2S5Y at a distorted geometry, from OMol25.

Each line ends with the Mulliken charge.
CARTESIAN COORDINATES (ANGSTROEM)
Y: -1.24244 0.33541 0.23534  0.108
S: -3.80159 -0.69306 0.19163  -0.353
C: -3.07701 -1.69825 1.42358  0.028
C: -3.40947 -1.50680 2.72257  -0.695
C: -2.67622 -1.90260 3.90810  -0.197
C: -1.48099 -2.50474 3.95756  -1.265
C: -0.82453 -3.01467 2.71748  0.168
C: -0.64021 -1.94972 1.59084  0.977
S: 0.89549 -2.28511 0.57062  -0.229
C: 2.00141 -1.29492 1.61294  -1.162
C: 1.93991 0.21483 1.51159  0.723
C: 2.57462 0.94850 2.51392  -0.916
C: 2.67677 2.31981 2.39031  -0.734
C: 2.20876 2.92624 1.23557  -0.667
C: 1.58944 2.13416 0.28257  0.673
C: 1.18328 2.72192 -1.03432  -0.648
S: -0.62560 2.86894 -1.29503  -0.200
C: -0.88668 4.23172 -0.17140  0.177
C: -0.64896 5.50363 -0.68782  -0.437
C: -0.76343 6.62473 0.11069  -0.666
C: -1.11170 6.45997 1.44970  -0.490
C: -1.35682 5.20376 1.95917  -0.762
C: -1.26888 4.04053 1.16613  0.575
S: -1.61965 2.51374 1.90671  -0.433
N: 1.40653 0.81372 0.44696  0.500
H: -4.26198 -0.86074 2.89504  0.427
H: -3.11335 -1.56955 4.84425  0.355
H: -0.98285 -2.67875 4.90382  0.352
H: 0.05122 -3.63642 2.91729  0.508
H: 3.00680 -1.60578 1.31652  0.554
H: 1.82770 -1.59788 2.64717  0.538
H: 2.97538 0.44086 3.38100  0.490
H: 3.14148 2.91020 3.16919  0.404
H: 2.32356 3.99003 1.07636  0.509
H: 1.51754 2.06890 -1.84004  -0.586
H: 1.58933 3.72437 -1.15398  0.690
H: -0.36031 5.59544 -1.72824  0.438
H: -0.57706 7.60939 -0.29760  0.371
H: -1.18806 7.32704 2.09501  0.356
H: -1.62542 5.07193 2.99877  0.434
O: -1.77974 -3.71775 1.90794  -0.685
C: -1.94065 -2.62057 0.98111  1.969
O: -0.64018 -0.65510 1.89725  -0.988
C: -2.06257 -3.19177 -0.42416  -0.985
C: -2.60834 -4.48183 -0.44797  -0.824
C: -2.75601 -5.21323 -1.60873  -0.827
C: -2.34779 -4.65896 -2.81307  -0.610
C: -1.83735 -3.37961 -2.82224  -0.788
C: -1.69441 -2.61583 -1.65214  0.874
S: -1.08428 -0.98945 -1.96126  -0.291
H: -2.92277 -4.91513 0.49000  0.495
H: -3.18565 -6.20640 -1.57002  0.352
H: -2.44191 -5.21599 -3.73768  0.373
H: -1.53410 -2.91839 -3.75334  0.460
C: 3.92703 0.14120 -2.67240  -1.319
As: 2.01443 -0.41768 -2.40147  1.028
C: 1.43412 0.13042 -4.21146  -1.227
C: 2.29221 -2.31585 -2.80057  -1.078
H: 4.36559 -0.25932 -3.58832  0.385
H: 4.52403 -0.19559 -1.82227  0.328
H: 3.99419 1.23124 -2.70733  0.362
H: 2.00048 -0.37691 -4.99421  0.407
H: 1.54049 1.20987 -4.33992  0.395
H: 0.37892 -0.11810 -4.31163  0.313
H: 2.65992 -2.47558 -3.81518  0.421
H: 1.34059 -2.83201 -2.67444  0.206
H: 2.99772 -2.74243 -2.08641  0.341

As for the total energy: -5592.31968 Ha. As for the charge: -1. The calculation puts the LUMO energy at 2.38 eV.